This record from the OMol25 dataset describes C57H51InN5P2 as an isolated structure. The level of theory is ωB97M-V/def2-TZVPD.

HOMO-LUMO gap ... 0.23086 Ha
LUMO ... -0.1205 Ha
Net charge ... +1
E_HOMO ... -0.3514 Eh
Energy ... -3349.135578 Eh

XYZ file:
```
116
Properties=species:S:1:pos:R:3:forces:R:3
In 0.4301 0.7247 0.4022 0.16 0.12 0.02
C -1.3733 0.4058 3.5884 -0.03 0.03 0.04
P -0.0906 1.6806 3.3047 -0.01 -0.08 0.05
C -0.3232 2.7899 4.7270 -0.02 0.04 -0.03
C -1.1565 3.8992 4.5973 0.01 -0.01 0.00
C -1.3818 4.7404 5.6761 0.00 0.00 0.00
C -0.7614 4.4851 6.8907 0.00 0.00 0.01
C 0.0768 3.3871 7.0265 -0.01 0.01 0.00
C 0.2935 2.5396 5.9506 0.01 -0.02 -0.01
C 1.4728 0.8440 3.5999 0.07 0.03 -0.01
C 2.6914 1.6808 3.6389 0.00 0.02 0.01
C 3.9112 1.1791 3.4631 0.00 0.00 0.00
C 4.1539 -0.2582 3.1232 0.01 0.00 -0.04
C 2.8377 -1.0519 2.9563 -0.02 -0.04 0.04
C 1.5635 -0.4806 3.4456 -0.01 0.04 -0.03
C -1.7208 -0.4695 2.4163 -0.02 0.02 0.01
C -2.6891 -1.4422 2.4066 0.02 -0.02 0.00
C -2.7344 -1.9865 1.1000 0.00 0.00 0.00
C -1.7887 -1.3313 0.3601 -0.02 -0.03 0.05
C -1.5213 -1.4282 -1.1044 -0.01 -0.03 -0.03
P -1.9062 0.2250 -1.8277 0.01 0.00 -0.04
C -3.7204 0.2391 -1.7078 0.00 0.00 -0.01
C -4.5615 -0.1959 -2.7293 0.00 0.01 0.00
C -5.9355 -0.2088 -2.5416 -0.01 0.00 0.01
C -6.4776 0.1998 -1.3306 -0.02 0.00 -0.01
C -5.6454 0.6261 -0.3059 0.01 0.01 0.00
C -4.2721 0.6532 -0.4963 -0.01 0.01 0.01
C -1.5727 0.0206 -3.6081 0.00 -0.04 0.01
C -0.9922 -1.1243 -4.1519 0.00 0.02 0.02
C -0.6843 -1.1841 -5.5058 -0.02 0.01 -0.01
C -0.9698 -0.1099 -6.3347 0.01 -0.02 0.00
C -1.5661 1.0290 -5.8063 0.01 0.03 -0.02
C -1.8523 1.0964 -4.4533 0.01 0.04 0.01
N -1.1612 -0.3840 1.1543 -0.05 -0.08 -0.11
H -2.2575 0.9806 3.8818 0.01 -0.01 0.00
H -1.0995 -0.1916 4.4631 0.02 0.00 -0.01
H -1.6400 4.1053 3.6482 -0.01 0.01 0.01
H -2.0351 5.5962 5.5690 0.00 0.00 0.00
H -0.9300 5.1437 7.7322 0.00 0.00 0.00
H 0.5608 3.1888 7.9736 0.00 0.00 0.00
H 0.9458 1.6809 6.0595 0.00 0.00 0.00
H 2.5691 2.7335 3.8720 0.01 0.00 0.00
H 4.7767 1.8239 3.5619 0.00 0.00 0.00
H 4.8830 -0.6894 3.8114 -0.01 -0.01 0.00
H 2.9634 -2.1030 3.2162 0.00 0.00 0.02
H 0.6832 -1.1129 3.4340 -0.02 0.00 -0.01
H -3.3048 -1.7153 3.2496 0.00 -0.01 0.01
H -3.3938 -2.7570 0.7319 0.00 0.00 0.00
H -2.1398 -2.2158 -1.5390 0.00 0.01 -0.01
H -0.4751 -1.6687 -1.3155 -0.01 0.04 0.01
H -4.1454 -0.5229 -3.6746 0.00 0.00 0.01
H -6.5843 -0.5436 -3.3404 0.00 0.00 0.00
H -7.5499 0.1845 -1.1861 0.00 0.00 0.00
H -6.0653 0.9370 0.6419 0.00 0.00 0.00
H -3.6196 0.9775 0.3083 0.00 0.00 0.00
H -0.7855 -1.9841 -3.5273 -0.02 -0.01 0.00
H -0.2354 -2.0807 -5.9142 0.00 0.00 0.00
H -0.7435 -0.1633 -7.3916 0.00 0.00 0.00
H -1.8067 1.8646 -6.4518 0.00 0.00 0.00
H -2.3087 1.9933 -4.0451 0.00 0.00 0.00
C 2.3287 0.5064 -3.7289 0.01 0.00 -0.01
C 1.9632 0.2821 -2.3964 -0.01 0.01 0.05
N 1.1886 1.1167 -1.7357 -0.02 0.00 -0.02
C 0.7897 2.2609 -2.3213 0.02 -0.02 -0.04
C 1.1039 2.5699 -3.6459 -0.02 -0.03 0.02
C 1.8850 1.6391 -4.3575 -0.01 -0.02 0.00
C 0.6161 3.7894 -4.2190 -0.01 0.01 -0.02
C -0.1367 4.6379 -3.4893 0.00 0.01 -0.01
C -0.4481 4.3560 -2.1165 0.02 -0.04 0.02
C -1.2122 5.2249 -1.3177 0.00 -0.02 0.00
C -1.4487 4.8995 -0.0096 -0.02 0.03 0.03
C -0.9170 3.7122 0.5017 0.04 -0.07 0.02
N -0.2012 2.8750 -0.2241 -0.07 -0.01 -0.04
C 0.0245 3.1793 -1.5256 -0.04 0.06 -0.01
H 2.9447 -0.2192 -4.2407 0.00 -0.01 0.00
H 2.2949 -0.5850 -1.8405 0.02 0.00 -0.02
H 2.1333 1.8327 -5.3935 0.00 0.01 0.00
H 0.8579 4.0094 -5.2508 0.00 0.00 0.00
H -0.5128 5.5563 -3.9212 0.00 0.00 0.00
H -1.6014 6.1409 -1.7442 0.00 0.00 0.00
H -2.0294 5.5410 0.6375 0.00 0.00 0.00
H -1.0624 3.4283 1.5355 -0.01 0.00 0.00
C 3.3517 -3.0710 -2.6421 0.00 0.00 -0.01
C 1.8324 -3.1392 -2.8015 0.01 -0.01 -0.01
C 1.1211 -3.9302 -1.7326 -0.02 -0.01 0.03
C 0.5571 -5.1555 -2.0635 0.02 -0.01 0.01
C -0.1318 -5.9077 -1.1249 0.00 -0.02 -0.02
C -0.2620 -5.4283 0.1635 0.02 0.02 0.01
C 0.2975 -4.2112 0.5459 0.01 0.01 -0.03
C 0.0967 -3.7436 1.9657 -0.04 0.01 0.02
C 1.0412 -4.4172 2.9619 -0.01 0.00 0.00
C 1.0024 -3.4719 -0.4126 -0.02 0.00 -0.01
N 1.5091 -2.1786 -0.0587 0.02 -0.01 -0.02
C 2.5151 -2.1369 0.7098 -0.03 0.00 0.04
C 2.9671 -0.8825 1.3867 -0.05 0.06 -0.02
C 4.4718 -0.5203 1.6025 0.01 -0.04 0.05
C 4.6795 0.6782 0.7277 0.04 0.01 -0.04
C 3.4683 1.1190 0.3756 -0.03 -0.01 -0.04
N 2.4073 0.3279 0.8027 0.05 -0.06 0.10
H 3.8110 -2.5560 -3.4883 0.00 0.00 0.00
H 3.7763 -4.0742 -2.5973 0.00 0.00 0.00
H 3.6450 -2.5469 -1.7319 0.01 0.00 0.01
H 1.6022 -3.5985 -3.7655 -0.01 0.01 -0.01
H 1.4103 -2.1321 -2.8468 0.01 -0.02 0.01
H 0.6579 -5.5195 -3.0792 0.00 0.00 0.00
H -0.5719 -6.8562 -1.4026 0.00 0.00 0.00
H -0.8173 -5.9979 0.8999 0.00 0.00 0.00
H -0.9328 -3.9661 2.2510 0.00 0.00 0.00
H 0.1817 -2.6583 2.0198 0.02 0.01 -0.01
H 0.8970 -5.4984 2.9599 0.00 0.00 0.00
H 0.8596 -4.0568 3.9761 0.00 0.00 0.00
H 2.0894 -4.2366 2.7187 0.02 0.01 -0.01
H 3.0237 -3.0567 1.0196 0.03 -0.01 -0.01
H 5.1698 -1.3462 1.4655 0.00 0.00 0.00
H 5.6219 1.1469 0.4978 0.00 0.01 0.01
H 3.2567 2.0173 -0.1919 0.01 0.01 0.00
```
Positions in Å, forces in eV/Å.

---

This record from the OMol25 dataset describes C57H51N8O3PSTi as an isolated structure at a distorted geometry. The level of theory is ωB97M-V/def2-TZVPD.

HOMO-LUMO gap ... 0.25309 Ha
LUMO ... -0.2125 Ha
Net charge ... +2
E_HOMO ... -0.4656 Eh
Energy ... -4455.242949 Eh

XYZ file:
```
122
Properties=species:S:1:pos:R:3:forces:R:3
Ti -0.5362 -0.5877 -0.0861 -1.60 -0.23 -0.90
C 0.9174 4.4364 1.3066 -0.06 0.21 0.15
N 0.8236 3.3075 0.3908 0.01 -0.25 -0.01
C 0.0872 2.1935 0.5845 -0.08 0.29 0.01
N 0.2771 1.3438 -0.4317 0.46 0.40 0.07
C 1.1585 1.9419 -1.3061 0.05 0.26 0.05
C 1.5059 3.1766 -0.7896 -0.01 -0.19 -0.10
C 2.4012 4.2316 -1.2908 0.02 0.11 0.04
C 1.8786 5.4804 -1.6259 0.03 -0.06 -0.03
C 2.7168 6.4818 -2.0899 -0.02 0.01 0.00
C 4.0786 6.2434 -2.2105 0.03 0.02 -0.02
C 4.6028 5.0019 -1.8778 0.03 -0.03 -0.03
C 3.7674 3.9954 -1.4213 -0.11 -0.06 0.06
C 1.5495 1.3800 -2.6082 0.07 -0.21 -0.04
C 1.5532 0.0024 -2.8099 0.02 0.21 0.05
C 1.8832 -0.5488 -4.0362 -0.05 -0.10 0.01
C 2.2428 0.2801 -5.0872 0.02 -0.04 0.01
C 2.2637 1.6547 -4.8973 0.00 0.03 -0.05
C 1.9131 2.2051 -3.6755 -0.11 0.00 0.04
P -1.2621 2.1967 1.8273 0.15 -0.35 -0.23
C -2.5053 1.6058 0.6376 0.08 0.16 -0.02
N -2.2321 0.8152 -0.3997 -0.92 0.58 -0.09
C -3.3538 0.8397 -1.2147 -0.01 0.07 0.21
C -4.3229 1.6058 -0.6036 0.06 -0.06 -0.15
N -3.7580 2.0946 0.5470 0.13 -0.12 0.08
C -4.4223 2.9897 1.4807 -0.13 0.17 0.11
C -5.7251 1.9133 -0.9449 -0.05 0.04 0.02
C -6.0853 3.1581 -1.4526 0.03 -0.04 -0.05
C -7.4189 3.4448 -1.7018 -0.01 0.04 0.00
C -8.3966 2.4964 -1.4400 -0.03 -0.01 -0.01
C -8.0438 1.2533 -0.9334 0.01 -0.03 0.02
C -6.7118 0.9632 -0.6841 0.02 0.08 0.04
C -3.3740 0.2581 -2.5610 0.09 -0.14 -0.04
C -4.5462 -0.2383 -3.1331 0.00 -0.08 0.15
C -4.5250 -0.7719 -4.4100 -0.05 -0.02 -0.03
C -3.3442 -0.7985 -5.1388 0.02 0.00 -0.04
C -2.1880 -0.2587 -4.5975 0.09 -0.05 -0.01
C -2.2023 0.2652 -3.3165 -0.05 0.04 0.07
C -0.9332 0.6144 2.6521 -0.08 0.04 -0.01
N -0.7751 -0.5502 2.0240 -0.10 0.07 0.41
C -0.4062 -1.4782 2.9789 0.16 0.14 0.20
C -0.3842 -0.8442 4.2087 -0.12 -0.30 -0.27
N -0.7142 0.4669 3.9731 0.00 0.05 -0.17
C -0.8176 1.5172 4.9732 -0.03 0.23 0.21
C -0.2015 -1.4300 5.5425 -0.07 -0.03 0.14
C -0.8741 -2.6190 5.8362 0.01 0.12 -0.02
C -0.7543 -3.1984 7.0866 0.00 -0.03 -0.01
C 0.0379 -2.5994 8.0567 0.00 -0.01 0.02
C 0.7200 -1.4272 7.7685 0.01 0.03 0.03
C 0.6029 -0.8418 6.5172 0.07 -0.05 -0.08
C 0.0809 -2.8420 2.7059 0.05 -0.12 -0.08
C 1.2824 -3.2400 3.2973 -0.01 0.08 -0.07
C 1.8075 -4.4958 3.0472 0.04 0.01 0.03
C 1.1463 -5.3713 2.1987 0.00 -0.02 -0.02
C -0.0555 -4.9932 1.6221 0.01 -0.03 -0.03
C -0.5882 -3.7402 1.8790 -0.05 0.02 0.17
H 0.9427 4.0801 2.3334 0.01 -0.04 -0.02
H 1.8315 4.9850 1.1019 0.02 -0.05 -0.04
H 0.0705 5.1108 1.1839 0.01 -0.02 -0.04
H 0.8123 5.6575 -1.5439 0.00 0.01 0.00
H 2.3055 7.4442 -2.3634 0.02 0.01 0.01
H 4.7344 7.0263 -2.5669 -0.01 0.00 -0.01
H 5.6640 4.8176 -1.9780 0.00 0.00 0.00
H 4.1599 3.0183 -1.1654 0.04 0.01 -0.03
H 1.3341 -0.6475 -1.9787 0.02 -0.10 -0.01
H 1.8668 -1.6246 -4.1600 0.02 0.02 -0.02
H 2.5141 -0.1429 -6.0450 0.00 0.01 0.00
H 2.5515 2.3055 -5.7122 -0.03 0.01 0.01
H 1.9090 3.2789 -3.5624 -0.01 0.03 0.00
H -5.3553 2.5470 1.8245 0.04 -0.05 -0.01
H -3.7718 3.1737 2.3314 0.00 -0.03 0.00
H -4.6521 3.9380 0.9989 0.03 -0.02 -0.02
H -5.3230 3.8975 -1.6680 0.01 -0.01 0.01
H -7.6947 4.4123 -2.0994 0.00 -0.01 -0.01
H -9.4372 2.7242 -1.6281 0.01 0.01 -0.02
H -8.8067 0.5142 -0.7279 0.00 0.00 0.00
H -6.4233 0.0004 -0.2786 -0.03 -0.02 0.00
H -5.4722 -0.2091 -2.5742 0.03 -0.06 -0.04
H -5.4355 -1.1663 -4.8425 0.01 0.01 0.01
H -3.3267 -1.2269 -6.1318 -0.03 0.03 -0.01
H -1.2715 -0.2395 -5.1731 0.01 -0.02 0.01
H -1.3061 0.7216 -2.9126 0.06 -0.02 0.00
H -1.2374 1.1099 5.8894 0.00 -0.06 -0.04
H 0.1612 1.9406 5.1948 0.00 -0.04 -0.02
H -1.4661 2.3088 4.6070 -0.02 -0.04 -0.02
H -1.4948 -3.0777 5.0772 -0.01 -0.03 0.02
H -1.2826 -4.1168 7.3043 0.00 0.01 0.02
H 0.1243 -3.0462 9.0380 0.01 -0.01 -0.01
H 1.3488 -0.9674 8.5190 0.00 0.00 0.00
H 1.1697 0.0543 6.2960 -0.02 0.01 -0.01
H 1.8109 -2.5554 3.9495 -0.01 -0.01 0.01
H 2.7397 -4.7881 3.5126 0.00 0.00 -0.01
H 1.5615 -6.3487 1.9933 0.01 0.00 0.01
H -0.5809 -5.6801 0.9717 -0.02 0.02 0.01
H -1.5558 -3.4826 1.4819 -0.07 0.06 -0.13
C 4.2139 -1.6570 1.6142 -0.18 -0.05 0.06
C 3.4533 -0.9897 0.4717 -0.07 -0.01 -0.03
C 4.3007 -0.9848 -0.8017 -0.18 -0.08 0.02
O 3.0371 0.3311 0.8227 0.05 0.00 0.02
C 2.1789 -1.8107 0.2134 1.09 -0.49 0.03
O 2.1984 -2.9637 -0.0956 -0.13 0.33 0.03
O 1.0235 -1.1328 0.3650 1.50 -0.43 0.31
H 5.1493 -1.1278 1.7993 0.01 0.01 -0.04
H 4.4341 -2.6897 1.3475 0.07 0.00 0.04
H 3.6190 -1.6532 2.5284 0.02 0.02 -0.01
H 5.2882 -0.5703 -0.5949 -0.01 0.01 0.04
H 3.8200 -0.3916 -1.5775 0.03 0.02 -0.03
H 4.4186 -2.0058 -1.1630 0.08 0.02 -0.01
H 3.8364 0.8432 0.9908 0.01 -0.01 0.02
C -5.3470 -4.0144 -1.9016 0.01 -0.05 0.00
C -4.2980 -3.2306 -1.1952 0.09 0.13 0.17
C -4.5769 -2.4798 -0.0360 0.03 -0.06 -0.03
C -3.5567 -1.7476 0.5085 -0.02 0.15 0.30
N -2.3298 -1.7477 -0.0282 -0.09 -0.72 -0.54
C -2.1427 -2.5048 -1.1316 -0.74 -0.08 0.23
S -0.5431 -2.4236 -1.7213 0.32 0.82 0.24
N -3.0756 -3.2424 -1.7130 0.04 -0.07 -0.17
H -6.0862 -4.4134 -1.2090 -0.01 0.01 -0.02
H -4.8839 -4.8160 -2.4713 -0.03 -0.02 0.01
H -5.8594 -3.3583 -2.6102 -0.01 0.02 0.01
H -5.5558 -2.4946 0.4207 0.00 0.00 0.00
H -3.6937 -1.1559 1.4084 0.01 0.05 -0.04
```
Positions in Å, forces in eV/Å.

---

Q: The highest E_HOMO belongs to which entry?
A: C57H51InN5P2